{"formula": "C50H66F6O10S4", "method": "ωB97M-V/def2-TZVPD", "charge": 0, "multiplicity": 1, "gap_ev": 8.97, "lumo_ev": -0.0125, "e_tot_ha": -4888.87305, "e_above_lowest_kcal_mol": 98.1, "species": ["F", "C", "C", "C", "C", "C", "C", "H", "H", "H", "H", "H", "F", "C", "C", "C", "C", "C", "C", "H", "H", "H", "H", "H", "F", "C", "C", "C", "C", "C", "C", "H", "H", "H", "H", "H", "F", "C", "C", "C", "C", "C", "C", "H", "H", "H", "H", "H", "F", "C", "C", "C", "C", "C", "C", "H", "H", "H", "H", "H", "F", "C", "C", "C", "C", "C", "C", "H", "H", "H", "H", "H", "C", "S", "O", "C", "H", "H", "H", "H", "H", "H", "C", "S", "O", "C", "H", "H", "H", "H", "H", "H", "C", "S", "O", "C", "H", "H", "H", "H", "H", "H", "C", "S", "O", "C", "H", "H", "H", "H", "H", "H", "C", "O", "C", "O", "O", "C", "H", "H", "H", "H", "H", "H", "C", "O", "C", "O", "O", "C", "H", "H", "H", "H", "H", "H"], "positions_angstrom": [[7.926803, -5.673627, -4.466171], [6.978913, -5.494117, -5.403811], [6.945223, -6.346477, -6.497801], [5.936893, -6.200857, -7.436191], [5.057373, -5.097747, -7.338851], [5.160623, -4.181377, -6.271261], [6.096383, -4.391727, -5.245061], [7.570773, -7.221407, -6.595791], [5.909623, -6.928277, -8.234011], [4.290903, -4.941137, -8.083431], [4.515143, -3.315927, -6.243731], [6.022303, -3.809377, -4.338541], [1.089863, -1.514077, -0.723161], [0.109203, -0.604167, -0.882921], [-0.245347, 0.269093, 0.225489], [-1.422697, 0.995373, 0.156529], [-2.007357, 1.143613, -1.106541], [-1.585097, 0.381303, -2.195011], [-0.605237, -0.600537, -2.076841], [0.190433, 0.077093, 1.194829], [-1.630527, 1.696173, 0.951569], [-2.794137, 1.865723, -1.267631], [-2.151237, 0.518243, -3.104471], [-0.176387, -1.258427, -2.818241], [-6.875027, 7.174753, -4.248261], [-5.611307, 6.725053, -4.437521], [-4.598427, 7.304033, -3.657231], [-3.292747, 6.859983, -3.912791], [-2.987067, 6.130093, -5.116611], [-4.036447, 5.590933, -5.882411], [-5.369497, 5.875313, -5.494531], [-4.814557, 7.972093, -2.836631], [-2.496197, 7.123453, -3.232711], [-1.936897, 6.021473, -5.344101], [-3.827947, 5.004733, -6.765191], [-6.215687, 5.560743, -6.087321], [-0.670697, -2.426887, 12.925959], [-0.786137, -2.416637, 11.583329], [-1.881697, -1.757327, 11.007789], [-2.042637, -1.733937, 9.665299], [-1.037727, -2.234797, 8.801649], [0.094653, -2.825717, 9.328319], [0.183323, -2.939877, 10.759819], [-2.745787, -1.488767, 11.597369], [-2.919237, -1.237767, 9.275719], [-1.073717, -2.293877, 7.723869], [0.893613, -3.251387, 8.739369], [1.001213, -3.339337, 11.341089], [1.817043, 7.112153, 8.719959], [0.729583, 6.747473, 8.040059], [0.394503, 7.417403, 6.825759], [-0.737257, 6.950473, 6.152619], [-1.537057, 5.875163, 6.663629], [-1.180327, 5.286753, 7.847629], [-0.031627, 5.752313, 8.515679], [1.004583, 8.255353, 6.522359], [-1.018357, 7.435663, 5.229599], [-2.226227, 5.346003, 6.022189], [-1.646157, 4.419103, 8.291019], [0.164553, 5.336033, 9.492729], [-10.027327, 5.294963, 5.938519], [-9.549767, 4.660423, 4.816759], [-9.023227, 3.422953, 4.979859], [-8.499267, 2.807623, 3.878939], [-8.577807, 3.388453, 2.593739], [-9.214947, 4.583713, 2.432159], [-9.703867, 5.260943, 3.569679], [-9.103047, 2.865573, 5.901469], [-7.924657, 1.896703, 3.959179], [-8.167707, 2.865393, 1.742489], [-9.196657, 5.022743, 1.445589], [-10.046317, 6.271143, 3.400469], [4.508643, 2.013393, 7.009299], [5.811523, 2.347923, 5.770259], [5.503873, 1.646973, 4.458479], [5.446583, 4.146573, 5.582369], [3.450543, 2.106753, 6.764729], [4.705743, 2.636443, 7.881679], [4.673133, 1.013453, 7.410759], [4.413853, 4.321453, 5.280739], [6.121913, 4.553633, 4.829819], [5.656873, 4.668173, 6.516079], [-10.140007, 0.182993, -5.644681], [-8.763457, -0.451137, -4.607201], [-9.436087, -1.360967, -3.550721], [-7.985647, -1.712287, -5.813051], [-9.523837, 0.638633, -6.419811], [-10.835927, 0.839243, -5.122051], [-10.704227, -0.726847, -5.849501], [-7.275157, -2.212417, -5.154881], [-7.467977, -1.105777, -6.556181], [-8.682397, -2.363637, -6.340661], [5.469743, 2.711513, -2.484581], [4.323043, 4.073723, -3.112931], [4.985083, 4.763793, -4.268291], [4.416133, 5.166133, -1.589821], [4.941643, 2.296773, -1.625981], [6.431963, 3.102523, -2.153891], [5.532153, 2.082093, -3.372291], [3.949203, 6.088693, -1.934721], [5.448423, 5.340873, -1.286601], [3.968923, 4.723343, -0.699861], [2.808593, -10.625127, -4.605901], [1.768263, -10.301557, -3.106271], [2.515363, -11.059407, -1.991801], [2.187193, -8.500027, -3.055631], [2.333203, -10.048537, -5.399411], [2.809893, -11.709067, -4.720621], [3.772793, -10.229987, -4.286081], [1.564133, -7.946877, -2.352851], [2.073243, -8.007007, -4.021051], [3.237493, -8.365907, -2.796791], [8.212283, -4.572497, 3.110739], [8.684213, -5.645717, 3.919899], [8.394383, -5.630507, 5.257129], [7.729363, -4.831977, 5.890819], [8.869053, -6.746487, 5.709959], [8.640163, -7.179887, 7.014999], [7.138353, -4.442417, 3.244339], [8.540913, -4.669237, 2.075969], [8.532113, -3.574617, 3.410779], [7.656153, -7.641827, 6.934869], [8.643143, -6.370817, 7.745419], [9.348533, -7.970117, 7.263689], [-3.152737, -2.250607, -10.985121], [-2.227747, -1.134097, -11.021211], [-1.495407, -0.798837, -9.976851], [-1.367237, -1.451247, -8.913061], [-0.896287, 0.361373, -10.177281], [-0.135177, 0.941023, -9.205121], [-3.672747, -2.446067, -10.047311], [-2.655937, -3.129067, -11.396961], [-3.984787, -1.895257, -11.593001], [0.102233, 1.967193, -9.485661], [0.821703, 0.438363, -9.064371], [-0.573457, 0.896653, -8.208101]], "atomic_forces_ev_per_a": [[-0.02, -0.17, 0.10], [-0.55, 1.28, 0.07], [-0.54, -0.22, 0.37], [-0.46, 1.38, 0.33], [0.59, -0.18, 0.28], [0.59, -1.09, -0.22], [-0.11, -1.37, -1.09], [0.41, 0.20, 0.33], [-0.32, 0.14, -0.17], [0.00, -0.02, -0.10], [-0.16, -0.06, 0.10], [0.55, 0.08, -0.01], [0.03, 0.33, 0.06], [-1.38, 1.30, 1.47], [-0.22, -2.77, -0.94], [1.44, 1.06, -1.41], [0.03, -0.30, -0.07], [-0.87, -0.12, 0.22], [1.46, 0.66, 1.19], [0.53, 0.21, -0.06], [-0.48, -0.27, 0.23], [-0.13, -0.02, 0.07], [0.21, -0.11, -0.27], [-0.61, 0.04, -0.50], [0.04, -0.35, 0.12], [0.51, 1.17, -0.02], [0.47, -1.60, -0.33], [-0.50, -0.10, -1.60], [-1.15, 0.27, 1.52], [0.03, 0.97, 1.14], [0.76, 0.02, -0.41], [-0.15, -0.05, 0.01], [0.12, 0.27, -0.15], [-0.05, -0.40, -0.22], [-0.07, -0.01, -0.04], [0.00, -0.19, -0.02], [0.10, -0.30, -0.29], [-0.54, 0.94, -1.32], [-0.52, -1.04, 1.44], [0.85, 0.21, -1.88], [0.38, -0.49, 0.17], [-0.41, -0.19, 2.56], [0.22, 0.38, 0.01], [0.25, 0.42, 0.42], [-0.09, -0.17, -0.22], [-0.62, 0.53, -0.10], [-0.11, 0.09, -0.20], [0.49, -0.38, -0.59], [0.45, 0.34, 0.19], [-0.24, 1.33, -1.98], [-0.50, -1.14, 1.18], [-0.05, -0.26, 0.70], [1.25, 0.20, -0.93], [1.20, 0.38, 0.34], [-1.44, -1.22, 1.16], [-0.08, -0.02, -0.29], [-0.04, -0.08, -0.12], [-0.52, 0.52, -0.02], [-0.42, 0.05, -0.25], [0.41, -0.11, 0.02], [0.25, -0.20, -0.78], [-1.50, 1.75, 0.01], [0.12, -1.17, 0.32], [0.78, -0.14, -1.84], [0.16, -1.13, 0.98], [0.06, 0.66, 0.82], [0.79, -0.13, -0.62], [0.27, 0.39, 0.31], [-0.30, -0.29, 0.21], [0.11, -0.03, 0.00], [-0.41, 0.29, 0.04], [-0.35, 0.00, 0.55], [0.25, -0.33, 0.69], [-0.76, -0.06, -0.96], [0.06, 0.95, 1.54], [0.08, -0.30, -0.12], [0.21, 0.19, -0.64], [0.14, 0.40, -0.15], [0.06, -0.22, -0.42], [0.01, -0.18, -0.01], [-0.02, -0.23, -0.07], [-0.04, -0.21, 0.13], [0.97, -1.00, 0.60], [-1.48, -2.72, 1.38], [1.14, 1.64, -1.46], [-0.38, 1.80, 0.39], [-0.92, 0.12, -0.62], [0.65, 0.29, 0.17], [0.12, 0.13, -0.76], [-0.17, -0.16, -0.23], [0.26, -0.09, -0.01], [-0.20, 0.00, 0.54], [-0.96, 1.41, -0.42], [0.88, -0.19, 0.78], [-0.21, -0.25, 1.00], [0.61, -0.36, -0.76], [0.01, -0.41, -0.24], [-0.04, 0.09, -0.30], [0.18, -0.32, 0.44], [-0.06, -0.03, 0.38], [0.17, 0.16, -0.48], [-0.60, -0.11, -0.39], [-0.83, 0.53, 1.39], [1.58, -0.79, 0.86], [-1.17, 1.56, -1.55], [0.25, 0.04, 0.11], [0.32, -0.31, -0.28], [0.03, 0.24, -0.26], [0.12, -0.19, -0.45], [-0.02, -0.38, 0.15], [-0.30, -0.40, -0.24], [0.02, -0.29, 0.26], [-0.69, 1.24, 0.56], [0.14, 0.65, 0.57], [-1.51, 0.98, -0.69], [0.87, -0.34, -1.03], [2.01, -0.97, -0.68], [-1.16, -0.39, 0.53], [-0.22, -0.59, -0.51], [-0.22, -0.67, 0.25], [0.76, -0.15, 0.49], [-0.18, -0.03, 0.79], [0.03, -0.05, -0.10], [0.17, 0.33, -0.17], [-0.35, 0.61, -0.18], [-0.28, 0.19, -0.03], [0.49, -2.07, 3.84], [-0.56, 1.47, -2.83], [-1.42, -0.34, -2.41], [1.77, 0.45, 2.10], [0.95, 0.08, 0.50], [-0.21, 0.07, 0.14], [0.33, -0.27, -0.58], [-0.38, -0.09, -0.12], [0.13, -0.25, -0.29], [-0.46, 0.16, -0.13]]}